No. 1
DFT (the ωB97M-V functional and the def2-TZVPD basis) results for a 3-piece molecular cluster, C30H48NO2 overall.

Computed properties:
Expectation value of S²: 0.754
LUMO (spin up / spin down), eV: 0.7 / 0.7
Frontier orbital gap (spin up / spin down), eV: 8.735 / 10.003
Highest occupied orbital energy (spin up / spin down), eV: -8.02 / -9.33

Geometry as ORCA input:
```
! RIJCOSX wB97M-V def2-TZVPD def2/J DEFGRID3
* xyz 0 2
C -1.1196 -1.1276 5.0578
O -1.7213 0.1420 5.0950
C -0.9481 1.1140 4.4227
C -1.7355 2.4029 4.2767
C -3.1384 2.2165 3.6925
C -3.1906 2.2537 2.1525
C -3.9188 1.0650 1.5031
C -3.1953 0.4685 0.3062
C -1.7868 -0.0464 0.6408
C -0.7137 0.5624 -0.2515
C 0.6905 -0.0220 -0.0812
C 1.0620 -0.2290 1.3794
C 2.4520 -0.8805 1.5769
C 3.1541 -0.3064 2.8260
C 2.2433 -2.3778 1.8133
N 3.2706 -0.7119 0.3394
O 3.3069 -1.7290 -0.4340
C 3.1899 0.5945 -0.3665
C 3.9980 0.4688 -1.6706
C 3.8268 1.7159 0.4761
C 1.7209 0.9080 -0.7170
H -0.0486 -1.0729 5.2788
H -1.2365 -1.5891 4.0720
H -1.5881 -1.7537 5.8112
H -0.6477 0.7253 3.4382
H -0.0294 1.3034 4.9904
H -1.8098 2.8802 5.2542
H -1.1598 3.0685 3.6319
H -3.7631 3.0237 4.0762
H -3.5759 1.2904 4.0552
H -3.6870 3.1731 1.8448
H -2.1732 2.3126 1.7571
H -4.0781 0.2762 2.2415
H -4.9133 1.3856 1.1882
H -3.1477 1.1992 -0.5046
H -3.7996 -0.3593 -0.0695
H -1.5643 0.1927 1.6839
H -1.7693 -1.1356 0.5693
H -0.6974 1.6446 -0.0926
H -1.0266 0.4011 -1.2878
H 0.6788 -0.9920 -0.5898
H 0.3435 -0.8503 1.9104
H 1.0475 0.7634 1.8473
H 3.9571 0.3805 2.5911
H 2.4264 0.1838 3.4704
H 3.5931 -1.1138 3.4113
H 1.5942 -2.8208 1.0632
H 1.7497 -2.4776 2.7824
H 3.1899 -2.9071 1.8686
H 3.4871 -0.1741 -2.3808
H 4.0848 1.4563 -2.1193
H 4.9872 0.0682 -1.4625
H 4.6679 1.3071 1.0321
H 4.2360 2.4724 -0.1874
H 3.1199 2.1737 1.1637
H 1.5630 0.8969 -1.7934
H 1.4791 1.9147 -0.3684
C -2.6176 -4.2941 -3.5004
C -1.5076 -3.4631 -3.4411
C -0.8763 -3.2368 -2.2263
C -1.3513 -3.8423 -1.0715
C -2.4612 -4.6733 -1.1311
C -3.0948 -4.8983 -2.3455
H -3.1115 -4.4708 -4.4471
H -1.1350 -2.9918 -4.3417
H -0.0106 -2.5871 -2.1782
H -0.8545 -3.6672 -0.1251
H -2.8314 -5.1476 -0.2313
H -3.9613 -5.5451 -2.3918
C 1.5161 0.8870 -5.7249
C 0.5741 0.9350 -4.7068
C -0.0334 2.1389 -4.3791
C 0.2960 3.2946 -5.0730
C 1.2360 3.2461 -6.0930
C 1.8472 2.0431 -6.4177
H 1.9925 -0.0514 -5.9782
H 0.3144 0.0324 -4.1667
H -0.7633 2.1764 -3.5798
H -0.1792 4.2330 -4.8181
H 1.4929 4.1469 -6.6352
H 2.5826 2.0064 -7.2109
*
```

No. 2
DFT (the ωB97M-V functional and the def2-TZVPD basis) results for C30H49AsMoN5O7SSi4 as an isolated structure in a non-equilibrium geometry.

Computed properties:
Expectation value of S²: 2.069
ΔE to the lowest compared entry with this formula, charge and spin, kJ/mol: 0.0
LUMO (spin up / spin down), eV: -4.7 / -4.6
Frontier orbital gap (spin up / spin down), eV: 5.605 / 5.694
Highest occupied orbital energy (spin up / spin down), eV: -10.26 / -10.29

Geometry as ORCA input:
```
! RIJCOSX wB97M-V def2-TZVPD def2/J DEFGRID3
* xyz 1 3
Mo 0.3030 -0.5109 1.3757
C -0.2628 2.4073 0.2111
N -0.5529 1.4353 1.2679
C -1.5020 1.7018 2.1158
C -1.7720 0.7384 3.0989
C -2.6906 0.6156 4.1385
C -2.4125 -0.6009 4.7613
C -1.3320 -1.1690 4.0871
N -0.9353 -0.3672 3.0803
C 0.3650 3.6743 0.7315
C -0.2345 4.9089 0.5197
C 0.3538 6.0678 1.0106
C 1.5425 5.9959 1.7195
C 2.1456 4.7629 1.9368
C 1.5584 3.6106 1.4432
H -1.1846 2.6503 -0.3263
H 0.4051 1.9202 -0.5011
H -2.0439 2.6434 2.0610
H -3.4635 1.3224 4.3940
H -2.9270 -1.0341 5.6027
H -0.8463 -2.1122 4.2786
H -1.1649 4.9679 -0.0340
H -0.1192 7.0259 0.8410
H 1.9988 6.8976 2.1052
H 3.0735 4.7052 2.4925
H 2.0143 2.6414 1.6138
C -0.8214 -0.0689 -2.7997
As -2.2390 -1.0529 -1.9397
C -2.3476 -2.8067 -2.7278
C -3.8862 -0.1796 -2.4009
S -2.0533 -1.1008 0.1672
H -0.8200 -0.2420 -3.8747
H 0.1286 -0.3674 -2.3582
H -0.9803 0.9868 -2.5925
H -2.0714 -2.7589 -3.7805
H -3.3719 -3.1600 -2.6220
H -1.6848 -3.4757 -2.1864
H -4.0542 -0.2534 -3.4745
H -3.8245 0.8635 -2.0990
H -4.6929 -0.6667 -1.8573
O 0.5175 -7.0717 -2.8156
N 0.6781 -6.1011 -3.5195
O 0.6577 -6.0821 -4.7298
C 0.8944 -4.8115 -2.8397
C 1.0862 -3.6710 -3.5996
C 1.2964 -2.4779 -2.9521
C 1.3433 -2.3393 -1.5438
O 1.6099 -1.1671 -1.0179
C 1.0350 -3.5355 -0.8374
C 0.8394 -4.7543 -1.4720
N 0.8033 -3.5219 0.5808
O 0.8454 -2.3871 1.0938
O 0.5594 -4.5197 1.2111
N 1.4445 -1.2977 -3.8152
O 0.6796 -1.2285 -4.7576
O 2.2617 -0.4587 -3.5136
H 1.0696 -3.7176 -4.6794
H 0.6284 -5.6388 -0.8869
C 1.8725 -1.3392 4.4607
Si 1.8368 0.2075 3.3671
C 3.6504 0.6095 3.0556
C 1.1690 1.6681 4.3427
Si 2.6773 -0.4044 0.2176
Si 3.7493 1.3845 -0.9678
C 4.9784 0.5571 -2.1258
C 2.5850 2.4630 -1.9627
C 4.7729 2.4454 0.1890
Si 4.3458 -2.1004 0.5078
C 6.0058 -1.4029 1.0350
C 4.5608 -2.8489 -1.2219
C 3.7982 -3.4478 1.6979
H 1.1441 -1.2555 5.2673
H 2.8606 -1.4134 4.9233
H 1.6877 -2.2756 3.9320
H 4.1313 0.8969 3.9960
H 3.8036 1.4297 2.3525
H 4.1818 -0.2691 2.6903
H 1.3029 1.4575 5.4078
H 0.1134 1.8778 4.1846
H 1.7366 2.5722 4.1186
H 4.5159 -0.0741 -2.8803
H 5.7234 -0.0290 -1.5878
H 5.5141 1.3603 -2.6419
H 1.9073 1.8840 -2.5908
H 3.2002 3.0792 -2.6243
H 2.0097 3.1386 -1.3296
H 5.5473 1.8732 0.7017
H 4.1878 2.9861 0.9314
H 5.2694 3.1956 -0.4344
H 6.3386 -0.6022 0.3744
H 6.7280 -2.2204 0.9501
H 6.0409 -1.0374 2.0597
H 5.6122 -2.7999 -1.5132
H 4.0017 -2.3219 -1.9976
H 4.2663 -3.9008 -1.2350
H 4.6761 -3.9423 2.1203
H 3.2182 -4.2172 1.1847
H 3.2052 -3.0654 2.5292
*
```

Number 1: E -1377.0552 Eh. Number 2: E -5832.7362 Eh.